Entry 1:
5 unconnected molecules or ions with the total composition H10O5 in a non-equilibrium geometry, computed with ωB97M-V/def2-TZVPD.

Properties
Multiplicity   2
HOMO-LUMO gap (alpha / beta)   1.935 / 9.073 eV
Lowest unoccupied orbital energy (alpha / beta)   2.72 / 2.72 eV
Charge   -1
Energy above the lowest of the compared OMol25 structures with the same formula, charge and spin   44.3 kcal/mol

Last columns: bonded neighbours and bond lengths (Å).
CARTESIAN COORDINATES (ANGSTROEM)
1 O -0.84323 1.98176 -0.27533  H6 1.061, H11 0.922
2 O 5.02354 3.02185 -2.69275  H7 0.897, H12 1.035
3 O 0.25234 -2.86740 2.54186  H8 1.008, H13 1.071
4 O -1.97632 -1.57969 0.93962  H9 0.934, H14 0.961
5 O -2.31007 -0.10768 -1.16957  H10 0.975, H15 0.934
6 H -0.92075 2.94437 -0.71497  O1 1.061
7 H 5.81790 3.24559 -3.04447  O2 0.897
8 H 0.14120 -3.55251 3.27295  O3 1.008
9 H -1.55138 -1.51894 1.76967  O4 0.934
10 H -3.24049 0.17585 -1.23727  O5 0.975
11 H -1.52875 1.49655 -0.65565  O1 0.922
12 H 4.92513 2.26378 -1.99556  O2 1.035
13 H 0.86403 -2.12065 3.00669  O3 1.071
14 H -2.27238 -2.49334 0.91862  O4 0.961
15 H -2.38076 -0.88953 -0.66385  O5 0.934



Entry 2:
2 unconnected molecules or ions with the total composition C8H14 in a non-equilibrium geometry, computed with ωB97M-V/def2-TZVPD.

Properties
HOMO-LUMO gap   5.881 eV
Lowest unoccupied orbital energy   -1.27 eV
Energy above the lowest of the compared OMol25 structures with the same formula, charge and spin   198.6 kcal/mol

Last columns: bonded neighbours and bond lengths (Å).
CARTESIAN COORDINATES (ANGSTROEM)
1 C -1.90221 0.38660 -3.08297  C2 1.594, H9 1.200, H10 1.151, H11 1.119
2 C -0.65539 -0.08727 -2.21100  C1 1.594, C3 1.557, H12 1.032, H13 1.148
3 C -0.28940 0.90197 -1.06607  C2 1.557, C4 1.443, H14 1.140, H15 1.087
4 C 0.76441 0.36984 -0.23643  C3 1.443, C6 1.436, H16 1.201
5 C -0.76542 -1.05485 1.07927  C6 1.397, H18 1.108, H19 1.147
6 C 0.33472 -0.19584 1.01113  C4 1.436, C5 1.397, C7 1.505
7 C 1.36830 0.04770 2.07805  C6 1.505, C8 1.383, H20 1.043
8 C 1.56720 -0.64145 3.25999  C7 1.383, H21 1.183, H22 1.123
9 H -2.87719 0.71886 -2.46764  C1 1.200
10 H -1.79821 1.31965 -3.74969  C1 1.151
11 H -2.27474 -0.43507 -3.74504  C1 1.119
12 H -0.95542 -0.97525 -1.77937  C2 1.032
13 H 0.20897 -0.40076 -2.89849  C2 1.148
14 H 0.09541 1.83101 -1.60367  C3 1.140
15 H -1.22200 1.10357 -0.54480  C3 1.087
16 H 1.95188 0.29361 -0.39592  C4 1.201
17 H 0.95486 2.57657 0.94563  no bonds
18 H -1.55364 -0.76721 0.35508  C5 1.108
19 H -0.64228 -2.11678 1.49527  C5 1.147
20 H 2.13417 0.74352 1.95042  C7 1.043
21 H 2.57700 -0.79582 3.85649  C8 1.183
22 H 0.86793 -1.45611 3.58988  C8 1.123